13
Properties=species:S:1:pos:R:3:lowdin_spin:R:1 method="wB97M-V/def2-TZVPD" multiplicity=2 s_squared=0.75 lumo_ev="2.66 / 2.64" relative_energy_kcal_mol=32.6 total_energy_ev=-25920.07658 total_charge=-1
C 2.349 -0.349 -4.058 0.003
O 0.975 -0.654 -3.831 0.003
H 2.465 0.328 -4.885 0.000
H 2.720 0.148 -3.155 0.003
H 2.944 -1.243 -4.257 0.000
H 0.709 -1.413 -4.356 0.000
C -2.681 0.130 3.640 0.030
S -1.340 0.170 2.443 0.313
S 0.402 0.610 3.336 0.547
H -2.400 -0.161 4.639 0.003
H -3.400 -0.624 3.304 0.007
H -3.174 1.082 3.732 0.002
H 0.430 1.977 3.446 0.089